DFT (the ωB97M-V functional and the def2-TZVPD basis) results for 5 unconnected molecules or ions with the total composition C8H26O5.

Element x y z (Å)
C -0.91 17.75 7.22
O 0.04 16.94 6.72
H -1.06 17.38 8.24
H -0.56 18.78 7.26
H -1.87 17.65 6.70
H 0.74 16.81 7.36
C -1.00 20.83 3.96
O -0.51 21.13 5.22
H -0.80 19.79 3.74
H -2.07 20.92 3.76
H -0.38 21.47 3.33
H 0.43 20.97 5.31
C 5.38 19.00 5.39
C 5.03 18.87 3.83
C 5.89 17.70 3.27
O 3.67 18.60 3.98
H 4.81 19.74 5.95
H 6.43 19.19 5.59
H 5.26 18.02 5.86
H 5.29 19.80 3.33
H 6.96 17.75 3.51
H 5.56 17.41 2.28
H 5.71 16.77 3.82
H 3.39 18.26 3.12
C 3.56 23.32 5.33
C 4.32 24.41 4.61
C 5.15 25.22 5.62
O 5.23 23.82 3.72
H 3.10 22.66 4.60
H 2.78 23.70 6.00
H 4.29 22.70 5.86
H 3.64 25.04 4.05
H 4.41 25.80 6.16
H 5.78 25.90 5.05
H 5.87 24.75 6.29
H 5.88 24.49 3.51
O 2.01 20.14 5.53
H 2.79 20.08 4.97
H 2.00 19.32 6.02

Output
HOMO-LUMO gap   0.3605 Eh
E   -18952.8551 eV
Max |F|   4.7 eV/A
Spin multiplicity   1
SMILES   CC(C)O.CC(C)O.CO.CO.O

So, what does the natural (NBO) scheme give us? The charges, in e, come out as: -0.232, -0.723, 0.147, 0.165, 0.179, 0.463, -0.238, -0.768, 0.149, 0.177, 0.157, 0.504, -0.626, 0.094, -0.660, -0.725, 0.212, 0.203, 0.206, 0.172, 0.233, 0.210, 0.213, 0.475, -0.619, 0.098, -0.633, -0.723, 0.212, 0.220, 0.207, 0.156, 0.211, 0.190, 0.217, 0.463, -0.967, 0.498, 0.482

***

DFT (the ωB97M-V functional and the def2-TZVPD basis) results for a single C7H12N4O4 molecule.

Element x y z (Å)
O -1.69 -2.39 0.02
N -0.17 1.64 -0.90
N -2.37 1.04 -0.77
O 0.94 2.45 1.46
O -0.07 -2.10 -2.13
O 2.07 0.01 0.02
C -2.28 -1.32 -0.01
C -1.44 2.02 -1.01
C -1.68 -0.01 -0.46
N -3.55 -1.32 0.47
N -0.31 0.31 -0.50
C 2.23 1.85 1.66
C 2.18 0.33 1.40
C 1.12 -1.38 -1.66
C 0.82 -0.63 -0.37
H 0.54 2.11 0.66
H -0.41 -2.69 -1.42
H -1.71 3.03 -1.23
H -3.96 -2.23 0.67
H -4.15 -0.56 0.16
H 2.51 1.98 2.70
H 2.98 2.30 1.03
H 3.08 -0.16 1.79
H 1.36 -0.09 1.91
H 1.90 -2.16 -1.44
H 1.51 -0.70 -2.48
H 0.57 -1.32 0.45

Output
HOMO-LUMO gap   0.3691 Eh
E   -21603.1239 eV
Max |F|   2.8 eV/A
Spin multiplicity   1
SMILES   NC(=O)c1ncnn1[C@@H](CO)OCCO

So, what does the natural (NBO) scheme give us? The charges, in e, come out as: -0.633, -0.274, -0.465, -0.742, -0.745, -0.527, 0.642, 0.162, 0.277, -0.787, -0.205, -0.081, -0.089, -0.090, 0.235, 0.476, 0.497, 0.213, 0.416, 0.411, 0.180, 0.173, 0.183, 0.170, 0.190, 0.210, 0.203

***

DFT (the ωB97M-V functional and the def2-TZVPD basis) results for 9 unconnected molecules or ions with the total composition C39H102N6O12.

Element x y z (Å)
C 1.20 1.34 -2.26
O 0.72 2.61 -2.85
C 1.58 3.30 -3.59
C 0.87 4.29 -4.50
N 0.05 3.86 -5.60
C 0.65 2.98 -6.62
C -0.42 2.79 -7.70
O -0.18 1.72 -8.52
C -0.04 2.03 -9.87
H 1.12 0.61 -3.00
H 0.53 1.12 -1.43
H 2.29 1.34 -1.93
H 2.23 2.65 -4.26
H 2.33 3.82 -2.97
H 1.61 5.01 -4.85
H 0.12 4.85 -3.93
H -0.80 3.36 -5.31
H 0.98 1.99 -6.24
H 1.44 3.51 -7.10
H -0.52 3.69 -8.38
H -1.31 2.71 -7.14
H 1.05 2.16 -10.07
H -0.64 2.94 -10.08
H -0.37 1.16 -10.39
C -1.45 -0.11 -3.48
O -0.86 -0.55 -4.65
C -0.88 -1.89 -5.04
C 0.26 -1.98 -5.99
N 1.50 -1.38 -5.34
C 2.62 -1.27 -6.20
C 3.77 -0.98 -5.23
O 3.37 0.27 -4.55
C 4.33 0.65 -3.57
H -2.55 -0.16 -3.53
H -1.24 0.94 -3.39
H -1.17 -0.53 -2.57
H -1.84 -2.17 -5.47
H -0.67 -2.55 -4.16
H 0.02 -1.46 -6.93
H 0.41 -2.99 -6.22
H 1.33 -0.47 -4.89
H 2.60 -0.48 -6.96
H 2.78 -2.23 -6.76
H 4.66 -0.75 -5.79
H 3.97 -1.66 -4.41
H 4.08 1.68 -3.25
H 5.36 0.49 -3.95
H 4.22 0.01 -2.62
C 2.82 0.79 6.54
O 1.68 1.02 5.69
C 1.21 2.39 5.53
C -0.28 2.34 5.38
N -1.05 2.11 6.59
C -2.46 2.47 6.46
C -3.23 2.01 5.19
O -3.78 0.73 5.55
C -4.71 0.18 4.61
H 2.83 1.33 7.50
H 3.68 1.16 6.01
H 3.11 -0.29 6.57
H 1.78 2.91 4.71
H 1.36 3.04 6.36
H -0.37 1.58 4.55
H -0.61 3.28 4.92
H -1.04 1.16 6.90
H -2.45 3.56 6.67
H -2.99 2.04 7.32
H -2.64 2.05 4.28
H -3.95 2.86 5.00
H -4.58 -0.89 4.62
H -4.40 0.55 3.59
H -5.74 0.50 4.86
C 1.93 -4.70 -1.55
C 1.79 -3.42 -2.37
C 2.63 -2.23 -1.81
O 2.16 -3.61 -3.74
H 2.94 -5.02 -1.81
H 1.18 -5.47 -1.73
H 1.88 -4.49 -0.48
H 0.78 -3.02 -2.26
H 2.27 -1.98 -0.75
H 2.44 -1.37 -2.51
H 3.69 -2.25 -1.70
H 1.97 -2.77 -4.24
C -4.36 -4.01 3.06
C -4.00 -5.42 2.55
C -5.23 -6.27 2.73
O -3.74 -5.50 1.12
H -4.55 -3.94 4.16
H -5.29 -3.64 2.67
H -3.56 -3.24 2.96
H -3.05 -5.77 3.03
H -5.67 -6.12 3.77
H -5.04 -7.31 2.67
H -6.05 -6.02 2.07
H -2.89 -5.13 0.95
C -1.03 -2.16 0.51
C -1.54 -0.79 1.04
C -3.00 -0.68 1.09
O -1.00 -0.48 2.34
H 0.04 -2.14 0.64
H -1.23 -2.37 -0.55
H -1.41 -2.96 1.07
H -1.20 -0.03 0.27
H -3.41 -1.53 1.69
H -3.36 -0.77 0.06
H -3.32 0.18 1.58
H -0.01 -0.60 2.32
C -1.66 3.20 1.38
C -1.22 3.17 -0.05
C -2.29 3.02 -1.18
O -3.04 1.80 -1.17
C -4.11 1.79 -2.06
N -0.59 4.48 -0.38
H -1.91 2.16 1.75
H -2.53 3.79 1.38
H -0.88 3.59 2.06
H -0.45 2.38 -0.14
H -1.70 3.16 -2.12
H -3.03 3.90 -1.20
H -3.75 1.84 -3.11
H -4.82 2.62 -1.90
H -4.56 0.83 -2.00
H 0.06 4.60 0.43
H -0.09 4.42 -1.32
C 0.64 -2.28 6.80
C 0.24 -1.80 5.42
C 0.43 -2.97 4.44
O 1.79 -3.19 4.02
C 1.84 -4.15 2.96
N -1.12 -1.42 5.47
H -0.23 -2.79 7.20
H 0.99 -1.54 7.56
H 1.41 -3.05 6.72
H 0.95 -0.93 5.16
H -0.19 -2.76 3.52
H -0.06 -3.90 4.91
H 2.88 -4.27 2.75
H 1.30 -3.82 2.06
H 1.39 -5.12 3.25
H -1.45 -1.06 6.33
H -1.47 -0.93 4.67
C 4.26 0.78 2.51
C 2.84 1.24 2.11
C 2.64 1.31 0.61
O 3.56 2.22 -0.04
C 3.14 3.53 0.14
N 1.85 0.25 2.61
H 4.21 0.59 3.68
H 4.97 1.52 2.19
H 4.49 -0.18 1.97
H 2.58 2.28 2.56
H 1.61 1.64 0.47
H 2.72 0.38 0.03
H 3.78 4.11 -0.51
H 3.35 3.83 1.17
H 2.12 3.81 -0.15
H 2.38 -0.61 2.69
H 1.67 0.42 3.60

Output
HOMO-LUMO gap   0.3389 Eh
E   -75599.0550 eV
Max |F|   3.7 eV/A
Spin multiplicity   1
SMILES   COC[C@H](C)N.COC[C@H](C)N.COC[C@H](C)N.COCCNCCOC.COCCNCCOC.COCCNCCOC.CC(C)O.CC(C)O.CC(C)O

Here are the Löwdin charges for atoms 1 to 99, given in e: -0.030, -0.186, -0.296, -0.213, -0.064, -0.175, -0.260, -0.187, -0.098, 0.040, 0.075, 0.086, 0.124, 0.121, 0.120, 0.117, 0.108, 0.118, 0.110, 0.132, 0.099, 0.099, 0.093, 0.075, -0.109, -0.183, -0.214, -0.147, -0.073, -0.205, -0.154, -0.250, -0.122, 0.094, 0.074, 0.061, 0.129, 0.130, 0.129, 0.103, 0.100, 0.118, 0.145, 0.112, 0.110, 0.076, 0.096, 0.093, -0.086, -0.256, -0.201, -0.236, -0.041, -0.191, -0.216, -0.209, -0.075, 0.094, 0.058, 0.100, 0.126, 0.104, 0.120, 0.127, 0.082, 0.113, 0.119, 0.091, 0.129, 0.071, 0.086, 0.095, -0.044, -0.480, -0.055, -0.083, 0.085, 0.076, 0.062, 0.106, 0.080, 0.060, 0.060, 0.038, -0.077, -0.459, -0.077, -0.054, 0.090, 0.073, 0.054, 0.147, 0.100, 0.056, 0.089, 0.050, -0.028, -0.475, -0.056

***

DFT (the ωB97M-V functional and the def2-TZVPD basis) results for 2 unconnected molecules or ions with the total composition C9H14O.

Element x y z (Å)
C -0.31 2.02 -2.32
C 1.07 -0.12 -2.16
C 0.18 0.74 -1.57
C 1.46 -1.30 -1.39
C -0.22 0.66 -0.27
C 0.95 -1.45 -0.11
C 0.15 -0.49 0.50
O 1.32 -2.35 0.81
H 1.25 -0.16 -3.22
H 1.92 -2.11 -1.85
H -1.03 1.79 -3.08
H 0.44 2.44 -2.94
H -0.98 1.33 0.20
H -0.26 -0.73 1.39
H 1.78 -3.02 0.29
H -0.72 2.78 -1.57
C -1.35 1.48 2.58
C -2.31 0.28 2.76
H -0.27 1.24 2.77
H -1.39 2.04 1.69
H -1.53 2.25 3.34
H -3.07 0.45 3.51
H -1.62 -0.49 3.22
H -2.88 0.00 1.75

Output
HOMO-LUMO gap   0.3407 Eh
E   -11605.8112 eV
Max |F|   5.1 eV/A
Spin multiplicity   1
SMILES   Cc1ccc(O)cc1.CC

So, what does the natural (NBO) scheme give us? The charges, in e, come out as: -0.621, -0.189, -0.049, -0.294, -0.195, 0.282, -0.230, -0.652, 0.214, 0.201, 0.211, 0.213, 0.213, 0.212, 0.469, 0.211, -0.622, -0.632, 0.211, 0.198, 0.209, 0.212, 0.215, 0.215

***

- The lowest E belongs to which entry?
  C39H102N6O12

***

- Look up the HOMO-LUMO gap of the second one.
  0.3691 Eh

***

- Which formula does entry 1 have?
  C8H26O5

***

- The lowest E belongs to which entry?
  C39H102N6O12